1.
Molecular formula: C6H10O2
Method: DFT, ωB97M-V with the def2-TZVPD basis set

Geometry as XYZ:
```
18
C6H10O2 (ωB97M-V with the def2-TZVPD basis set)
O 0.584 0.202 1.506
O 0.342 2.183 -0.277
C -0.299 -0.831 -0.528
C 2.154 -0.900 0.051
C -1.593 -0.500 -0.455
C -2.225 0.468 0.487
C 0.762 1.141 -0.719
C 0.844 -0.129 0.172
H 1.173 1.025 -1.734
H 0.271 1.121 1.507
H 0.017 -1.579 -1.242
H 2.954 -0.332 0.523
H -3.302 0.485 0.334
H -1.839 1.475 0.334
H -2.023 0.180 1.522
H 2.053 -1.855 0.567
H -2.280 -1.079 -1.056
H 2.408 -1.076 -0.993
```

Properties
HOMO ... -9.41 eV
Charge ... 0
Strongest force on any atom ... 0.034 hartree/bohr
Total energy ... -385.05991 hartree
Energy relative to the best compared isomer or geometry (same formula, charge and spin) ... 26.7 kcal/mol
SMILES ... C/C=C\[C@](C)(O)C=O

Löwdin charges in e: atom 1 (O): 0.010, atom 2 (O): 0.056, atom 3 (C): -0.060, atom 4 (C): -0.011, atom 5 (C): -0.117, atom 6 (C): -0.084, atom 7 (C): -0.183, atom 8 (C): -0.552, atom 9 (H): 0.142, atom 10 (H): 0.092, atom 11 (H): 0.111, atom 12 (H): 0.090, atom 13 (H): 0.073, atom 14 (H): 0.069, atom 15 (H): 0.088, atom 16 (H): 0.093, atom 17 (H): 0.099, atom 18 (H): 0.083

2.
Molecular formula: C6H10O2
Method: DFT, ωB97M-V with the def2-TZVPD basis set

Geometry as XYZ:
```
18
C6H10O2 (ωB97M-V with the def2-TZVPD basis set)
O 0.968 -2.937 1.191
O -0.277 -3.290 -0.626
C -1.187 1.296 -0.732
C 0.194 -2.499 0.154
C -0.585 -0.409 -0.781
C 0.061 -0.556 0.296
C 0.905 -0.003 1.361
C -0.141 2.362 -0.948
H 1.085 -3.902 1.110
H 0.532 2.090 -1.762
H -1.803 1.464 0.152
H 0.382 -0.044 2.317
H 1.265 0.997 1.135
H -1.862 1.225 -1.588
H -1.153 -1.011 -1.466
H 1.791 -0.631 1.465
H 0.440 2.544 -0.044
H -0.616 3.305 -1.235
```

Properties
HOMO ... -8.77 eV
Charge ... 0
Strongest force on any atom ... 0.153 hartree/bohr
Total energy ... -384.98588 hartree
Energy relative to the best compared isomer or geometry (same formula, charge and spin) ... 73.1 kcal/mol

Löwdin charges in e: atom 1 (O): 0.038, atom 2 (O): 0.061, atom 3 (C): -0.176, atom 4 (C): -0.384, atom 5 (C): -0.009, atom 6 (C): -0.153, atom 7 (C): -0.053, atom 8 (C): -0.145, atom 9 (H): 0.116, atom 10 (H): 0.076, atom 11 (H): 0.088, atom 12 (H): 0.097, atom 13 (H): 0.070, atom 14 (H): 0.073, atom 15 (H): 0.097, atom 16 (H): 0.084, atom 17 (H): 0.051, atom 18 (H): 0.069

3.
Molecular formula: C6H10O2S2
Method: DFT, ωB97M-V with the def2-TZVPD basis set

Geometry as XYZ:
```
20
C6H10O2S2 (ωB97M-V with the def2-TZVPD basis set)
S 0.735 2.662 0.389
S 0.171 1.383 1.743
O 0.207 -0.687 -1.627
O 1.110 1.848 -2.007
C 0.575 0.013 -0.513
C -0.546 0.136 0.445
C -1.725 0.549 -0.252
C 1.785 -0.698 0.039
C 0.977 1.512 -0.869
C -0.852 -1.219 1.226
H -0.036 -1.555 1.805
H -2.636 0.386 0.402
H -1.103 -1.908 0.525
H 2.840 -0.703 -0.503
H 0.462 -0.044 -2.303
H 1.983 -0.542 1.167
H 1.611 -1.751 0.176
H -1.717 1.605 -0.532
H -1.816 -0.976 1.826
H -2.024 -0.010 -1.137
```

Properties
HOMO ... -8.68 eV
Charge ... 0
Strongest force on any atom ... 0.094 hartree/bohr
Total energy ... -1181.43704 hartree
Energy relative to the best compared isomer or geometry (same formula, charge and spin) ... 24.1 kcal/mol
SMILES ... CC1(C)SSC(=O)[C@]1(C)O

Löwdin charges in e: atom 1 (S): 0.667, atom 2 (S): 0.580, atom 3 (O): 0.039, atom 4 (O): 0.049, atom 5 (C): -0.644, atom 6 (C): -0.715, atom 7 (C): -0.109, atom 8 (C): -0.050, atom 9 (C): -0.720, atom 10 (C): -0.034, atom 11 (H): 0.057, atom 12 (H): 0.112, atom 13 (H): 0.051, atom 14 (H): 0.141, atom 15 (H): 0.104, atom 16 (H): 0.090, atom 17 (H): 0.068, atom 18 (H): 0.089, atom 19 (H): 0.121, atom 20 (H): 0.107

4.
Molecular formula: C6H10O3
Method: DFT, ωB97M-V with the def2-TZVPD basis set

Geometry as XYZ:
```
19
C6H10O3 (ωB97M-V with the def2-TZVPD basis set)
O 1.037 0.273 -0.985
O 0.405 -1.353 1.067
O 0.915 1.198 1.211
C -0.373 1.086 0.664
C -1.247 3.375 -0.379
C -0.126 0.122 -0.528
C 1.412 -2.246 0.627
C -1.233 -0.557 -1.239
C -0.893 2.340 0.112
H 1.496 0.923 0.108
H -1.107 0.654 1.355
H 1.993 -1.807 -0.192
H -1.782 -1.179 -0.535
H 2.084 -2.505 1.449
H 0.924 -3.154 0.272
H -1.916 0.197 -1.629
H -1.554 4.306 -0.773
H 0.823 -0.502 1.451
H -0.857 -1.170 -2.056
```

Properties
HOMO ... -10.15 eV
Charge ... 0
Strongest force on any atom ... 0.048 hartree/bohr
Total energy ... -460.20928 hartree
Energy relative to the best compared isomer or geometry (same formula, charge and spin) ... 88.6 kcal/mol

Löwdin charges in e: atom 1 (O): 0.048, atom 2 (O): -0.161, atom 3 (O): -0.149, atom 4 (C): -0.389, atom 5 (C): 0.144, atom 6 (C): -0.361, atom 7 (C): -0.119, atom 8 (C): 0.024, atom 9 (C): -0.059, atom 10 (H): 0.198, atom 11 (H): 0.158, atom 12 (H): 0.080, atom 13 (H): 0.099, atom 14 (H): 0.086, atom 15 (H): 0.085, atom 16 (H): 0.100, atom 17 (H): 0.027, atom 18 (H): 0.091, atom 19 (H): 0.098

5.
Molecular formula: C6H10O3
Method: DFT, ωB97M-V with the def2-TZVPD basis set

Geometry as XYZ:
```
19
C6H10O3 (ωB97M-V with the def2-TZVPD basis set)
O -0.155 -0.635 0.488
O 1.745 0.601 0.317
O -0.025 1.505 1.576
C 0.275 -1.363 1.638
C -0.219 1.223 -0.844
C -0.588 1.570 -1.930
C -1.021 2.028 -3.228
C 0.353 0.625 0.351
C -0.081 -2.825 1.439
H -0.214 1.893 -3.948
H 2.071 1.474 0.072
H -1.886 1.453 -3.556
H -1.289 3.082 -3.182
H 1.357 -1.247 1.766
H -1.151 -2.926 1.280
H 0.202 -3.389 2.325
H 0.442 -3.224 0.576
H 0.430 1.127 2.337
H -0.243 -0.972 2.526
```

Properties
HOMO ... -10.04 eV
Charge ... 0
Strongest force on any atom ... 0.058 hartree/bohr
Total energy ... -460.26268 hartree
Energy relative to the best compared isomer or geometry (same formula, charge and spin) ... 55.1 kcal/mol
SMILES ... CC#CC(O)(O)OCC

Löwdin charges in e: atom 1 (O): -0.028, atom 2 (O): 0.060, atom 3 (O): -0.012, atom 4 (C): -0.241, atom 5 (C): 0.094, atom 6 (C): -0.049, atom 7 (C): -0.092, atom 8 (C): -0.585, atom 9 (C): -0.062, atom 10 (H): 0.083, atom 11 (H): 0.120, atom 12 (H): 0.083, atom 13 (H): 0.083, atom 14 (H): 0.123, atom 15 (H): 0.078, atom 16 (H): 0.077, atom 17 (H): 0.079, atom 18 (H): 0.064, atom 19 (H): 0.122

6.
Molecular formula: C6H10O3
Method: DFT, ωB97M-V with the def2-TZVPD basis set

Geometry as XYZ:
```
19
C6H10O3 (ωB97M-V with the def2-TZVPD basis set)
O -0.451 0.915 -1.250
O -0.688 1.316 1.627
O -0.521 -0.827 1.136
C -1.171 0.175 -1.794
C -1.925 -0.662 -2.423
C 2.203 1.537 1.466
C -1.727 -2.152 -2.331
C 0.017 0.191 1.474
C 1.488 0.245 1.842
H 1.542 0.082 2.925
H -2.658 -2.641 -2.055
H -1.401 -2.550 -3.294
H -2.749 -0.289 -3.012
H -0.131 2.089 1.792
H 1.963 -0.612 1.362
H 3.269 1.436 1.672
H -0.975 -2.386 -1.583
H 1.839 2.390 2.044
H 2.075 1.743 0.403
```

Properties
HOMO ... -8.58 eV
Charge ... 0
Strongest force on any atom ... 0.026 hartree/bohr
Total energy ... -460.31785 hartree
Energy relative to the best compared isomer or geometry (same formula, charge and spin) ... 20.4 kcal/mol
SMILES ... CCC(=O)O.CC=C=O

Löwdin charges in e: atom 1 (O): 0.155, atom 2 (O): 0.114, atom 3 (O): 0.099, atom 4 (C): -0.209, atom 5 (C): -0.150, atom 6 (C): -0.095, atom 7 (C): -0.098, atom 8 (C): -0.565, atom 9 (C): -0.153, atom 10 (H): 0.127, atom 11 (H): 0.070, atom 12 (H): 0.069, atom 13 (H): 0.107, atom 14 (H): 0.101, atom 15 (H): 0.121, atom 16 (H): 0.078, atom 17 (H): 0.073, atom 18 (H): 0.072, atom 19 (H): 0.083

7.
Molecular formula: C6H10O3
Method: DFT, ωB97M-V with the def2-TZVPD basis set

Geometry as XYZ:
```
19
C6H10O3 (ωB97M-V with the def2-TZVPD basis set)
O -1.069 -1.577 0.231
O -2.114 -0.906 0.992
O -1.973 0.944 -0.509
C 0.236 -1.085 -1.582
C 1.417 -0.893 0.517
C -0.607 0.651 0.082
C -1.897 0.483 0.786
C 0.348 1.945 0.330
C 0.071 -0.739 -0.164
H 2.126 -1.244 -0.240
H 1.007 1.858 1.182
H -0.658 -0.968 -2.009
H 1.057 -0.600 -2.159
H -0.423 2.646 0.674
H 0.437 -2.201 -1.436
H 0.949 2.387 -0.594
H 1.433 -1.747 1.231
H 1.757 -0.010 1.019
H -2.098 1.057 1.650
```

Properties
HOMO ... -9.59 eV
Charge ... 0
Strongest force on any atom ... 0.080 hartree/bohr
Total energy ... -460.15006 hartree
Energy relative to the best compared isomer or geometry (same formula, charge and spin) ... 125.7 kcal/mol
SMILES ... CC1(C)OO[C@@H]2O[C@@]21C

Löwdin charges in e: atom 1 (O): -0.043, atom 2 (O): 0.019, atom 3 (O): 0.082, atom 4 (C): -0.018, atom 5 (C): 0.001, atom 6 (C): -0.225, atom 7 (C): -0.291, atom 8 (C): 0.010, atom 9 (C): -0.482, atom 10 (H): 0.083, atom 11 (H): 0.049, atom 12 (H): 0.045, atom 13 (H): 0.120, atom 14 (H): 0.068, atom 15 (H): 0.134, atom 16 (H): 0.125, atom 17 (H): 0.109, atom 18 (H): 0.057, atom 19 (H): 0.157

8.
Molecular formula: C6H10O3
Method: DFT, ωB97M-V with the def2-TZVPD basis set

Geometry as XYZ:
```
19
C6H10O3 (ωB97M-V with the def2-TZVPD basis set)
O 0.993 1.692 0.653
O -1.207 1.384 0.563
O 1.139 -0.604 -1.396
C -1.379 -0.902 -1.674
C -0.981 0.389 -2.408
C 0.000 -0.427 -1.702
C 1.554 -0.685 1.814
C -0.121 1.022 0.948
C 0.114 -0.191 1.816
H -0.187 0.093 2.829
H -1.645 -1.771 -2.256
H 1.639 -1.577 2.430
H 0.797 2.463 0.102
H 1.868 -0.919 0.803
H -0.571 -0.973 1.485
H 2.219 0.081 2.210
H -0.980 0.395 -3.488
H -1.952 -0.790 -0.764
H -1.301 1.320 -1.966
```

Properties
HOMO ... -9.28 eV
Charge ... 0
Strongest force on any atom ... 0.013 hartree/bohr
Total energy ... -460.29822 hartree
Energy relative to the best compared isomer or geometry (same formula, charge and spin) ... 32.7 kcal/mol
SMILES ... CCC(=O)O.O=C1CC1

Löwdin charges in e: atom 1 (O): 0.113, atom 2 (O): 0.080, atom 3 (O): 0.120, atom 4 (C): -0.052, atom 5 (C): -0.051, atom 6 (C): -0.421, atom 7 (C): -0.091, atom 8 (C): -0.557, atom 9 (C): -0.143, atom 10 (H): 0.127, atom 11 (H): 0.106, atom 12 (H): 0.075, atom 13 (H): 0.139, atom 14 (H): 0.056, atom 15 (H): 0.118, atom 16 (H): 0.078, atom 17 (H): 0.106, atom 18 (H): 0.099, atom 19 (H): 0.097

> What is the energy relative to the best compared isomer or geometry (same formula, charge and spin) in the eighth record?

32.7 kcal/mol